Below is a 3-piece molecular cluster, C11H21BFNO9S3 overall in a non-equilibrium geometry, with properties calculated with ωB97M-V with the def2-TZVPD basis set.

Atoms and positions in Å:
C: 1.3619 7.7568 3.1842
C: 1.5801 6.5561 3.0480
C: 1.2245 5.0315 2.8388
N: 0.6041 4.7622 1.5137
O: 0.5491 3.3829 1.3598
B: 1.2373 3.0618 0.1122
O: 1.9732 4.1301 -0.5072
O: 1.2266 1.7783 -0.4425
S: -1.0568 5.2648 1.4203
O: -1.2865 5.6638 0.0227
O: -2.0188 4.1999 1.7366
F: -1.4051 6.5429 2.3954
H: 1.3601 8.8742 3.0995
H: 2.2342 4.5013 2.8250
H: 0.6672 4.6052 3.7245
H: 2.9059 4.0712 -0.2224
H: 1.5590 1.1788 0.2976
O: 1.9123 -1.8570 2.5523
S: 0.8179 -1.0846 2.0168
O: 1.0138 0.2281 1.4304
C: -0.0852 -2.1021 0.8638
C: -1.1215 -2.8133 1.7227
C: -1.6696 -1.7503 2.6792
C: -0.4729 -0.9886 3.2535
H: 0.5949 -2.7831 0.3593
H: -0.5619 -1.4418 0.1392
H: -1.9101 -3.2551 1.1130
H: -0.6465 -3.6158 2.2957
H: -2.3136 -1.0605 2.1257
H: -2.2719 -2.1936 3.4742
H: -0.7144 0.0572 3.4442
H: -0.1005 -1.4559 4.1658
O: 1.1203 -2.3527 -2.3878
S: -0.0984 -3.1122 -2.5185
O: -1.0063 -3.3041 -1.4095
C: -1.0144 -2.4799 -3.9140
C: -0.4913 -3.2789 -5.1012
C: -0.3872 -4.7268 -4.6147
C: 0.2940 -4.7024 -3.2439
H: -0.8495 -1.4076 -4.0108
H: -2.0724 -2.6835 -3.7380
H: -1.1502 -3.1885 -5.9661
H: 0.4989 -2.9145 -5.3907
H: -1.3908 -5.1520 -4.5198
H: 0.1670 -5.3505 -5.3183
H: -0.0766 -5.4959 -2.5955
H: 1.3785 -4.7729 -3.3346

Results
Structure (SMILES): C#CCN(OB(O)O)S(=O)(=O)F.O=S1(=O)CCCC1.O=S1(=O)CCCC1
Lowest unoccupied orbital energy in hartree: 0.01347
Gap between HOMO and LUMO in eV: 10.58

Population analysis type Mulliken, resulting atomic charges in e: C -0.089; C -0.523; C -0.355; N 0.222; O -0.134; B 0.424; O -0.501; O -0.466; S 1.074; O -0.601; O -0.548; F -0.217; H 0.349; H 0.379; H 0.325; H 0.302; H 0.482; O -0.712; S 1.135; O -0.709; C -0.469; C -0.643; C -0.653; C -0.642; H 0.302; H 0.303; H 0.315; H 0.325; H 0.308; H 0.341; H 0.305; H 0.352; O -0.687; S 1.261; O -0.642; C -0.783; C -0.590; C -0.606; C -0.733; H 0.417; H 0.373; H 0.346; H 0.299; H 0.297; H 0.318; H 0.367; H 0.385